Below is a molecular structure, C33H35IrN2O2SSb2, with properties calculated with ωB97M-V/def2-TZVPD.

Calculated values
LUMO energy: -6.97 eV
energy relative to the best compared isomer or geometry (same formula, charge and spin): 69.1 kJ/mol
HOMO energy: -0.503 Eh
charge: +2
E: -2520.96581 a.u.
frontier orbital gap: 6.733 eV

Cartesian coordinates (Å):
Ir (-0.2475, -2.1107, 0.8296)
C (-0.1407, 0.2679, 4.1280)
Sb (-1.2958, -0.8877, 2.7794)
C (-2.6873, 0.4958, 2.0131)
C (-2.4530, -2.1750, 3.9888)
H (-0.8035, 1.0081, 4.5753)
H (0.6576, 0.7756, 3.5864)
H (0.2660, -0.3543, 4.9209)
H (-3.2447, 0.9065, 2.8551)
H (-3.3686, -0.0013, 1.3258)
H (-2.1762, 1.3036, 1.4945)
H (-2.7344, -1.6197, 4.8826)
H (-1.8754, -3.0526, 4.2706)
H (-3.3475, -2.4791, 3.4496)
O (-0.5701, -0.5783, -2.0514)
C (-1.0261, -1.7041, -2.0227)
O (-1.1612, -2.3648, -0.8647)
C (-1.4468, -2.4566, -3.2216)
C (-1.2077, -1.8949, -4.4755)
C (-1.5877, -2.5733, -5.6191)
C (-2.2108, -3.8109, -5.5143)
C (-2.4571, -4.3708, -4.2679)
C (-2.0746, -3.6973, -3.1194)
H (-0.7245, -0.9293, -4.5370)
H (-1.4025, -2.1412, -6.5929)
H (-2.5095, -4.3401, -6.4095)
H (-2.9510, -5.3299, -4.1931)
H (-2.2795, -4.1226, -2.1471)
S (1.2881, -0.5673, 0.2588)
Sb (0.4343, 1.5575, -0.4375)
C (-1.5051, 2.2233, -0.9332)
C (-1.6276, 3.5974, -0.7028)
C (-2.7868, 4.2602, -1.0771)
C (-3.8163, 3.5609, -1.6884)
C (-3.6777, 2.2043, -1.9428)
C (-2.5212, 1.5284, -1.5780)
C (0.9682, 2.6167, 1.3034)
C (2.2945, 2.4694, 1.7178)
C (2.7361, 3.1012, 2.8706)
C (1.8550, 3.8693, 3.6228)
C (0.5330, 4.0020, 3.2245)
C (0.0864, 3.3787, 2.0655)
C (1.7857, 2.0729, -1.9439)
C (1.6769, 1.4292, -3.1751)
C (2.5714, 1.7546, -4.1828)
C (3.5596, 2.7055, -3.9595)
C (3.6583, 3.3424, -2.7304)
C (2.7702, 3.0281, -1.7117)
H (-0.8183, 4.1731, -0.2707)
H (-2.8754, 5.3236, -0.9001)
H (-4.7198, 4.0774, -1.9835)
H (-4.4699, 1.6631, -2.4429)
H (-2.4203, 0.4821, -1.8022)
H (2.9917, 1.8657, 1.1466)
H (3.7681, 2.9973, 3.1780)
H (2.2016, 4.3667, 4.5188)
H (-0.1536, 4.6001, 3.8090)
H (-0.9516, 3.4898, 1.7792)
H (0.9115, 0.6845, -3.3462)
H (2.4969, 1.2660, -5.1448)
H (4.2542, 2.9545, -4.7505)
H (4.4236, 4.0880, -2.5634)
H (2.8440, 3.5417, -0.7607)
N (1.2219, -4.6499, 0.4737)
C (1.7388, -4.0545, 1.5765)
C (2.8631, -4.6462, 2.1832)
C (3.4176, -4.0863, 3.2951)
C (2.8553, -2.9173, 3.8219)
C (1.7726, -2.3852, 3.1943)
N (1.1871, -2.9231, 2.0901)
H (1.6586, -5.4880, 0.1304)
H (0.4283, -4.3187, -0.0474)
H (3.2718, -5.5460, 1.7441)
H (4.2836, -4.5403, 3.7574)
H (3.2628, -2.4372, 4.6988)
H (1.3329, -1.4784, 3.5517)